Formula: C23H29Cl37O3
Source: the Open Molecules 2025 dataset
Level of theory: ωB97M-V/def2-TZVPD

Output
E in a.u.: -18146.419306
SMILES: COCCCCCCCCC[C@H](COCCl)OC.ClC(Cl)(Cl)Cl.ClC(Cl)(Cl)Cl.ClC(Cl)(Cl)Cl.ClC(Cl)(Cl)Cl.ClC(Cl)(Cl)Cl.ClC(Cl)(Cl)Cl.ClC(Cl)(Cl)Cl.ClC(Cl)(Cl)Cl.ClC(Cl)(Cl)Cl
Gap between HOMO and LUMO in eV: 9.564
Highest occupied orbital energy in eV: -9.6
ΔE to the lowest compared entry with this formula, charge and spin in kcal per mole: 6.6

XYZ file:
```
92
Properties=species:S:1:pos:R:3:forces:R:3
C 4.974 0.943 0.626 -0.136 -0.287 0.050
O 4.142 0.664 1.732 0.133 -0.070 0.269
C 3.304 -0.467 1.504 0.018 0.511 -0.527
C 1.862 -0.040 1.166 0.005 -0.135 0.132
C 0.817 -0.512 2.189 -0.099 -0.402 -0.282
C 0.038 -1.765 1.716 -0.206 0.721 0.353
C -1.287 -1.411 1.004 0.481 -0.706 -0.303
C -2.370 -2.446 1.309 -0.117 0.112 -0.159
C -3.791 -2.142 0.771 0.065 0.134 0.294
C -4.033 -0.715 0.264 -0.349 -0.241 0.048
C -4.178 0.312 1.407 0.338 0.135 -0.661
C -5.451 1.142 1.392 -0.145 0.146 0.683
C -6.750 0.356 1.186 0.137 0.318 -0.402
O -6.674 -0.918 1.803 0.010 -0.023 0.104
C -7.296 -1.919 1.105 0.077 -0.168 0.045
Cl -9.095 -1.729 1.088 -0.034 -0.039 -0.065
O -5.382 2.152 0.396 -0.071 -0.159 -0.139
C -5.934 3.387 0.803 -0.089 0.081 -0.191
H 4.368 1.148 -0.262 0.115 0.140 -0.078
H 5.619 0.081 0.417 0.042 0.029 -0.093
H 5.611 1.793 0.860 -0.130 0.105 0.059
H 3.345 -1.093 2.395 -0.045 -0.037 0.030
H 3.713 -1.016 0.651 0.068 -0.257 0.193
H 1.607 -0.451 0.185 -0.127 0.067 -0.025
H 1.850 1.045 1.055 0.097 0.013 0.094
H 1.300 -0.759 3.137 0.134 0.183 -0.007
H 0.097 0.281 2.401 0.025 0.025 0.043
H -0.189 -2.366 2.599 0.008 -0.163 -0.103
H 0.677 -2.343 1.045 -0.017 -0.224 0.141
H -1.590 -0.401 1.272 -0.101 0.001 0.046
H -1.095 -1.439 -0.073 -0.137 0.347 -0.048
H -2.407 -2.594 2.391 -0.036 0.023 0.023
H -2.042 -3.401 0.886 0.042 -0.058 0.140
H -4.077 -2.872 0.011 0.146 0.069 -0.135
H -4.489 -2.292 1.598 -0.074 -0.099 -0.083
H -4.955 -0.740 -0.324 0.017 0.098 -0.014
H -3.258 -0.408 -0.439 0.031 -0.004 0.033
H -4.072 -0.171 2.379 -0.094 -0.086 0.005
H -3.364 1.035 1.316 -0.018 0.041 0.231
H -5.523 1.639 2.369 0.121 -0.023 0.025
H -7.589 0.924 1.593 -0.089 -0.100 0.043
H -6.925 0.271 0.108 0.070 -0.182 0.007
H -7.094 -2.868 1.592 -0.016 0.067 0.127
H -6.973 -1.968 0.063 -0.135 0.132 -0.065
H -6.189 3.955 -0.091 0.101 -0.023 -0.042
H -6.857 3.254 1.373 0.041 -0.002 0.092
H -5.212 3.964 1.389 -0.045 -0.016 0.114
C 4.660 4.952 1.726 -0.089 -0.032 0.105
Cl 4.364 3.770 2.994 -0.047 -0.053 -0.061
Cl 3.600 4.626 0.348 0.006 0.002 -0.039
Cl 4.335 6.577 2.338 -0.114 -0.153 0.112
Cl 6.348 4.826 1.205 0.022 0.043 -0.008
C -3.780 -6.439 2.115 0.041 0.050 -0.042
Cl -2.997 -6.744 0.562 -0.020 -0.011 0.147
Cl -5.131 -5.329 1.857 -0.065 -0.002 0.069
Cl -4.377 -7.955 2.794 0.000 0.013 -0.017
Cl -2.622 -5.708 3.230 -0.006 -0.015 0.010
C -0.859 -6.940 -2.909 0.004 0.035 -0.054
Cl -1.057 -6.552 -4.616 -0.092 0.100 0.036
Cl 0.602 -7.915 -2.696 0.018 -0.017 0.001
Cl -0.706 -5.452 -1.972 -0.075 0.009 0.063
Cl -2.264 -7.854 -2.347 0.065 -0.038 -0.117
C 5.699 -0.919 -2.958 0.002 0.020 0.037
Cl 7.262 -0.672 -2.171 0.005 0.017 -0.014
Cl 4.873 0.632 -3.131 -0.003 0.016 -0.055
Cl 5.947 -1.636 -4.550 -0.019 -0.020 0.009
Cl 4.711 -1.997 -1.967 0.132 -0.082 0.033
C 5.018 4.485 7.155 -0.007 -0.007 -0.027
Cl 6.096 4.403 8.552 -0.001 -0.003 0.001
Cl 4.650 2.848 6.599 -0.003 -0.014 -0.001
Cl 3.520 5.300 7.614 -0.006 0.000 0.001
Cl 5.801 5.381 5.854 0.045 0.060 0.037
C 1.386 -2.794 -4.644 -0.011 -0.034 0.046
Cl 1.922 -4.397 -4.134 0.092 -0.031 -0.080
Cl 2.338 -2.263 -6.032 0.003 0.010 0.002
Cl -0.323 -2.853 -5.089 0.008 -0.008 0.007
Cl 1.610 -1.666 -3.305 -0.155 0.104 -0.038
C 6.024 9.793 0.131 -0.023 -0.043 -0.009
Cl 4.291 9.937 0.451 0.048 0.043 0.102
Cl 6.345 10.140 -1.571 -0.013 0.012 0.003
Cl 6.907 10.940 1.143 0.003 -0.016 -0.003
Cl 6.535 8.147 0.502 0.222 0.139 -0.149
C 2.348 9.435 -3.324 0.025 -0.005 0.001
Cl 2.850 8.059 -2.336 0.002 -0.001 0.003
Cl 3.116 9.327 -4.911 0.004 0.000 -0.008
Cl 0.592 9.412 -3.515 -0.002 0.000 0.001
Cl 2.836 10.940 -2.540 -0.077 0.007 -0.083
C 0.071 -8.993 -7.961 -0.006 0.010 0.012
Cl 1.453 -9.586 -8.886 -0.002 0.006 0.000
Cl -1.378 -9.890 -8.423 -0.001 0.002 -0.002
Cl 0.373 -9.206 -6.237 0.077 -0.129 -0.031
Cl -0.170 -7.273 -8.300 -0.003 0.019 -0.004
```
Positions in Å, forces in eV/Å.